<a>
The following is a DFT calculation (wB97M-V/def2-TZVPD) of the molecule C2H2O2S.

Values from the calculation:
orbital gap	8.262	eV
structure (SMILES)	O=CC(O)=S
HOMO energy	-9.5	eV

ORCA input file:
```
! wB97M-V def2-TZVPD RIJCOSX def2/J DEFGRID3
* xyz 0 1
C 0.15615 0.39885 -0.10141
C -1.33322 0.37028 0.04824
H 1.67449 1.53795 -0.20381
H -1.78846 1.30522 0.36735
O 0.72869 1.60681 0.01364
O -1.97072 -0.60461 -0.05551
S 1.06954 -0.96722 0.03065
*
```

Now the Löwdin charges, all in e: -0.7841, -0.2999, 0.1062, 0.1261, -0.0106, 0.0998, 0.7625

---

<b>
The following is a DFT calculation (wB97M-V/def2-TZVPD) of a cluster of 2 separate species, C2H2O2S in total.

Values from the calculation:
orbital gap (spin up / spin down)	7.427 / 7.612	eV
HOMO energy (spin up / spin down)	-8.9 / -9.3	eV

ORCA input file:
```
! wB97M-V def2-TZVPD RIJCOSX def2/J DEFGRID3
* xyz 0 1
C -1.22071 -1.34448 -0.33179
C -0.34666 -0.22973 0.04383
O -3.45195 0.95210 0.57442
O -1.04894 -1.12342 0.90830
S -3.75592 -0.12447 -0.36110
H 0.69924 -0.35868 0.09022
H -0.69957 0.73505 0.10501
*
```

Now the Löwdin charges, all in e: -0.0815, -0.1604, -0.6499, -0.0316, 0.7785, 0.0849, 0.0601

---

Least stable of them? <b>.

---

<a>
The following is a DFT calculation (wB97M-V/def2-TZVPD) of the molecule C2H2O2S.

Values from the calculation:
orbital gap	10.076	eV
structure (SMILES)	O=C1O[C@H]1S
HOMO energy	-9.7	eV

ORCA input file:
```
! wB97M-V def2-TZVPD RIJCOSX def2/J DEFGRID3
* xyz 0 1
C 1.77388 -0.05360 -0.05139
C 0.39754 0.34963 0.29884
O 2.70511 -0.79582 -0.08434
O 1.38476 1.19816 -0.41994
S -1.02985 -0.24373 -0.51743
H 0.20775 0.69192 1.41824
H -1.25294 -1.12522 0.51796
*
```

Now the Löwdin charges, all in e: -0.4665, -0.5988, 0.1544, 0.0622, 0.7828, 0.1491, -0.0832

---

<b>
The following is a DFT calculation (wB97M-V/def2-TZVPD) of a structure of composition C2H2O2S.

Values from the calculation:
orbital gap	8.560	eV
HOMO energy	-9.8	eV

ORCA input file:
```
! wB97M-V def2-TZVPD RIJCOSX def2/J DEFGRID3
* xyz 0 1
C -1.19607 0.28657 0.31066
C 0.05763 0.29338 -0.41692
O -2.14186 -0.14990 0.88732
O -0.55677 1.48003 0.18431
S 2.01567 -0.69161 0.51580
H 0.46295 0.42544 -1.35408
H 1.35846 -1.64390 -0.12710
*
```

Now the Löwdin charges, all in e: -0.4513, -0.1147, 0.1715, 0.1008, 0.4861, 0.0576, -0.2500

---

<c>
The following is a DFT calculation (wB97M-V/def2-TZVPD) of a cluster of 2 separate species, C2H2O2S in total.

Values from the calculation:
orbital gap	10.619	eV
structure (SMILES)	O=C=S.C=O
HOMO energy	-10.0	eV

ORCA input file:
```
! wB97M-V def2-TZVPD RIJCOSX def2/J DEFGRID3
* xyz 0 1
C -3.03284 0.37003 -0.11919
C 0.02601 -0.50564 -0.04962
O -0.42836 -1.60338 -0.17821
O -1.97351 0.80818 -0.27958
S -4.44261 -0.19749 0.09920
H 0.13344 -0.02099 0.93559
H 0.40986 0.08868 -0.89570
*
```

Now the Löwdin charges, all in e: -0.8706, -0.1970, -0.0008, 0.0633, 0.8306, 0.0874, 0.0871

---

<d>
The following is a DFT calculation (wB97M-V/def2-TZVPD) of the molecule C2H2O2S.

Values from the calculation:
orbital gap	8.580	eV
structure (SMILES)	O=C=C(O)S
HOMO energy	-8.9	eV

ORCA input file:
```
! wB97M-V def2-TZVPD RIJCOSX def2/J DEFGRID3
* xyz 0 1
C -1.04209 0.49578 0.23954
C 0.25898 0.31699 0.08118
O -2.24753 0.40202 0.15161
O 1.50320 0.88289 -0.21092
S 0.24726 -1.57854 -0.00960
H 2.04095 1.00924 0.63572
H -0.76077 -1.52838 -0.88754
*
```

Now the Löwdin charges, all in e: -0.2589, -0.5788, 0.0936, -0.0529, 0.7844, 0.1403, -0.1277

---

Least stable of them? <b>.